{"formula": "C64H65FN8O7S2", "method": "ωB97M-V with the def2-TZVPD basis set", "symbols": ["C", "C", "C", "C", "C", "C", "C", "C", "C", "C", "C", "C", "C", "C", "C", "C", "C", "S", "O", "O", "F", "C", "O", "C", "C", "C", "C", "C", "S", "O", "O", "O", "C", "O", "H", "H", "H", "H", "H", "H", "H", "H", "H", "H", "H", "H", "H", "H", "H", "H", "H", "H", "H", "H", "H", "H", "H", "H", "H", "C", "C", "C", "N", "C", "C", "H", "H", "H", "H", "H", "C", "C", "C", "N", "C", "C", "H", "H", "H", "H", "H", "C", "C", "C", "N", "C", "C", "H", "H", "H", "H", "H", "C", "C", "C", "N", "C", "C", "H", "H", "H", "H", "H", "C", "C", "C", "N", "C", "C", "H", "H", "H", "H", "H", "C", "C", "C", "N", "C", "C", "H", "H", "H", "H", "H", "C", "C", "C", "N", "C", "C", "H", "H", "H", "H", "H", "C", "C", "C", "N", "C", "C", "H", "H", "H", "H", "H"], "positions_angstrom": [[0.131972, -6.274554, -0.881960], [-0.402703, -5.864447, -2.307338], [-0.850691, -4.381012, -2.253987], [-2.074084, -4.041892, -3.180617], [0.286006, -3.376853, -2.368184], [0.522164, -2.466407, -1.345616], [-0.319331, -2.370645, -0.069888], [-1.332168, -1.237028, -0.168874], [-2.617140, -1.360003, -0.668222], [-3.433230, -0.251936, -0.705783], [-3.004688, 0.991110, -0.271601], [-1.722286, 1.113445, 0.237823], [-0.915509, 0.001036, 0.260439], [1.546192, -1.546776, -1.415264], [2.393139, -1.522924, -2.485205], [2.212685, -2.435805, -3.508704], [1.163262, -3.346256, -3.477200], [1.002072, -4.432928, -4.881021], [2.038521, -5.398310, -4.788043], [-0.294605, -4.981727, -5.045802], [1.287411, -3.579841, -6.183416], [3.255458, -2.340425, -4.620927], [3.778144, -3.288371, -5.166137], [3.669258, -0.931246, -4.965348], [3.825744, -0.049219, -3.986749], [4.292326, 1.392073, -4.248722], [5.812145, 1.576046, -4.145068], [6.399901, 1.251676, -2.765816], [5.903491, 2.414409, -1.497937], [4.503047, 2.715778, -1.520489], [6.695833, 3.591387, -1.667565], [6.235137, 1.753667, -0.070047], [3.521770, -0.515005, -2.574634], [4.094925, -0.103295, -1.584718], [-0.396111, -7.136802, -0.466313], [0.140534, -5.436865, -0.177866], [1.181278, -6.585180, -0.984524], [0.425049, -6.058438, -2.985201], [-1.234228, -6.540810, -2.518591], [-1.257752, -4.259587, -1.249236], [-2.939099, -3.740556, -2.584505], [-1.819591, -3.322873, -3.960414], [-2.377672, -4.965901, -3.683700], [0.388041, -2.072336, 0.715030], [-0.739893, -3.323281, 0.255873], [-2.966804, -2.325426, -1.023824], [-4.447671, -0.306648, -1.094472], [-3.610324, 1.892909, -0.300861], [-1.309542, 2.039140, 0.626484], [0.088841, 0.101336, 0.668616], [1.695045, -0.837666, -0.605718], [3.856475, -0.719173, -6.016186], [3.712882, 2.087243, -3.637444], [4.016855, 1.612512, -5.290345], [6.364061, 0.973199, -4.874787], [6.058192, 2.623916, -4.363535], [7.491654, 1.339413, -2.838047], [6.227819, 0.209391, -2.479494], [5.776120, 0.893686, -0.082309], [2.869369, 2.655164, -10.194031], [2.581054, 1.628612, -9.309925], [2.107097, 1.958810, -8.049164], [1.916322, 3.213316, -7.639153], [2.200399, 4.186731, -8.502880], [2.675551, 3.963929, -9.786143], [3.240140, 2.437395, -11.187768], [2.719674, 0.593205, -9.591092], [1.865732, 1.198933, -7.312555], [2.036317, 5.194816, -8.137906], [2.887937, 4.793775, -10.446290], [1.758289, 2.531998, 5.057291], [1.260030, 1.240143, 5.043708], [0.537150, 0.827434, 3.934862], [0.288847, 1.603765, 2.881532], [0.775669, 2.845349, 2.914039], [1.513822, 3.356011, 3.969980], [2.329397, 2.892754, 5.903698], [1.426915, 0.565848, 5.872832], [0.129510, -0.176863, 3.877208], [0.556816, 3.455002, 2.043241], [1.886086, 4.371002, 3.941123], [6.250069, -4.380012, -1.816326], [7.485924, -3.984863, -1.328385], [8.378752, -3.390076, -2.206991], [8.119289, -3.178667, -3.497785], [6.925489, -3.568558, -3.948373], [5.959655, -4.168760, -3.154376], [5.522704, -4.846251, -1.162710], [7.752341, -4.133150, -0.290352], [9.356061, -3.061915, -1.869073], [6.741820, -3.386782, -5.001696], [5.007449, -4.461885, -3.573016], [3.304670, -4.881267, 3.911856], [1.981385, -4.505060, 4.071648], [1.539070, -3.366644, 3.415851], [2.315633, -2.607928, 2.641190], [3.586221, -2.986488, 2.501520], [4.127918, -4.108340, 3.109589], [3.689336, -5.764731, 4.405847], [1.306065, -5.080447, 4.689937], [0.509420, -3.036077, 3.509427], [4.194045, -2.349632, 1.867200], [5.166880, -4.368227, 2.958532], [-6.946859, 4.083516, -3.198891], [-7.606230, 2.889757, -2.955860], [-6.850086, 1.734729, -2.817265], [-5.519921, 1.711219, -2.909567], [-4.904119, 2.868226, -3.145796], [-5.565940, 4.077179, -3.295839], [-7.502469, 5.006181, -3.311293], [-8.684650, 2.853328, -2.874458], [-7.325728, 0.779050, -2.623003], [-3.823030, 2.812874, -3.216730], [-5.013238, 4.987363, -3.483956], [-3.259537, 1.384025, 7.970359], [-3.431410, 0.061931, 8.351358], [-2.992725, -0.933130, 7.490746], [-2.416622, -0.693017, 6.312606], [-2.261929, 0.585060, 5.963532], [-2.661326, 1.654154, 6.751144], [-3.586364, 2.193398, 8.611938], [-3.895071, -0.192921, 9.295072], [-3.103997, -1.981116, 7.749096], [-1.794307, 0.748380, 5.000462], [-2.507961, 2.671706, 6.416829], [-5.350792, 6.388897, 10.743700], [-5.525911, 5.069507, 11.126279], [-5.089568, 4.074089, 10.266458], [-4.512965, 4.311143, 9.087797], [-4.355362, 5.588088, 8.737663], [-4.752265, 6.658081, 9.524092], [-5.676532, 7.196478, 11.387134], [-5.989657, 4.816741, 12.069904], [-5.203379, 3.026476, 10.526562], [-3.886009, 5.751421, 7.773580], [-4.596856, 7.674300, 9.188808], [-7.501318, 1.621262, 2.764916], [-6.245805, 2.011850, 3.203613], [-5.393631, 2.618780, 2.294344], [-5.713618, 2.847864, 1.020434], [-6.921982, 2.466656, 0.617921], [-7.850881, 1.851146, 1.444138], [-8.196932, 1.142942, 3.443243], [-5.932922, 1.847800, 4.226114], [-4.400621, 2.939834, 2.590874], [-7.139528, 2.667627, -0.422544], [-8.820591, 1.560827, 1.062350]], "forces_ev_per_angstrom": [[0.71, -0.15, -0.73], [0.55, -0.02, 1.78], [-1.02, -0.02, -0.31], [0.32, -0.77, -0.01], [-0.22, -0.90, -0.70], [-0.71, -0.18, 1.02], [0.32, 0.34, 0.00], [0.26, -0.61, 0.03], [0.08, -0.54, -0.03], [-1.10, 0.49, -0.37], [0.47, 0.65, 0.30], [-0.01, 0.09, -0.14], [1.03, 0.22, 0.55], [0.33, 0.38, 0.45], [0.75, 0.40, -0.24], [0.75, -0.09, -1.17], [-0.05, 0.78, -0.27], [0.22, -2.38, 0.05], [0.62, 0.25, -0.01], [-0.58, 1.06, -0.29], [-0.26, 0.34, 0.81], [0.21, 0.11, -0.31], [-0.39, 0.64, 0.26], [-0.42, -0.83, 0.18], [0.33, 1.07, 0.39], [-0.29, -0.86, -0.68], [-0.15, 0.70, 0.77], [0.88, -0.74, -0.10], [-0.98, 2.00, -0.09], [-0.33, -1.00, -0.10], [1.14, -0.49, 0.34], [0.28, -0.40, -1.12], [-0.25, -0.03, -0.05], [-0.40, -0.34, -0.47], [-0.09, 0.29, 0.06], [-0.21, -0.20, 0.01], [-0.19, 0.02, 0.17], [-0.41, 0.01, -0.23], [0.02, 0.38, -0.41], [0.16, -0.03, -0.18], [0.24, 0.34, -0.15], [-0.29, 0.08, 0.23], [0.07, 0.26, -0.06], [-0.15, -0.22, -0.05], [-0.12, 0.18, -0.20], [-0.07, 0.16, 0.08], [0.18, -0.20, -0.03], [-0.32, -0.39, -0.11], [-0.28, 0.00, -0.09], [-0.19, 0.03, 0.05], [0.01, -0.11, -0.09], [0.16, -0.03, 0.19], [0.40, -0.10, 0.17], [0.01, -0.06, 0.18], [-0.31, -0.07, 0.09], [-0.11, -0.17, -0.05], [-0.20, 0.24, 0.24], [-0.30, 0.32, 0.12], [-0.13, 0.10, 0.30], [0.03, -0.01, -0.09], [-0.01, -0.06, 0.05], [-0.02, 0.19, 0.15], [0.08, -0.06, -0.12], [-0.06, 0.03, 0.16], [0.00, -0.04, 0.00], [0.00, 0.00, 0.01], [-0.01, 0.00, 0.02], [0.01, -0.11, -0.11], [0.02, 0.02, -0.06], [-0.01, 0.01, 0.02], [0.03, 0.02, 0.06], [0.03, 0.03, -0.01], [-0.02, -0.11, -0.19], [0.15, 0.17, 0.17], [-0.10, -0.07, -0.10], [-0.02, -0.02, 0.02], [0.00, 0.00, -0.01], [-0.03, -0.02, -0.02], [0.05, -0.02, 0.07], [0.05, 0.05, 0.03], [-0.01, -0.01, -0.03], [-0.01, 0.00, 0.06], [-0.04, 0.02, -0.02], [0.09, 0.07, -0.11], [-0.13, -0.04, 0.13], [0.14, 0.11, -0.09], [-0.05, -0.06, 0.12], [0.00, 0.00, -0.01], [0.03, 0.01, -0.01], [-0.01, -0.03, 0.06], [-0.09, -0.04, 0.01], [0.04, -0.03, -0.05], [0.04, -0.08, 0.04], [0.03, 0.00, -0.01], [-0.07, 0.17, -0.10], [0.02, -0.17, 0.04], [-0.06, 0.16, -0.09], [-0.04, 0.00, 0.01], [0.00, 0.01, -0.01], [-0.02, 0.02, -0.01], [-0.01, -0.06, 0.05], [0.04, -0.04, 0.00], [0.00, 0.02, -0.01], [-0.05, 0.09, -0.01], [-0.01, -0.05, -0.07], [0.16, -0.01, -0.11], [-0.20, 0.04, 0.02], [0.12, -0.15, 0.04], [-0.04, -0.02, 0.01], [0.00, -0.01, 0.01], [0.01, -0.02, 0.00], [-0.04, 0.02, 0.00], [0.00, 0.06, 0.01], [0.02, -0.02, 0.01], [-0.05, 0.03, 0.23], [0.06, 0.00, -0.12], [0.04, -0.10, -0.09], [-0.02, 0.12, 0.12], [-0.02, -0.13, -0.10], [-0.01, -0.06, 0.01], [0.01, 0.01, -0.12], [0.01, -0.03, -0.01], [-0.03, 0.02, 0.05], [-0.05, 0.10, 0.00], [0.01, -0.01, -0.01], [-0.03, 0.07, 0.05], [0.01, 0.01, -0.02], [0.06, -0.11, -0.13], [-0.08, 0.24, 0.19], [0.06, -0.14, -0.12], [-0.02, -0.03, 0.02], [0.00, -0.01, -0.01], [0.01, -0.02, -0.01], [-0.04, 0.02, 0.06], [0.00, 0.07, 0.02], [0.01, -0.02, -0.02], [-0.04, -0.04, 0.04], [-0.04, -0.01, -0.02], [0.08, 0.05, -0.12], [0.06, 0.01, 0.21], [0.04, 0.04, -0.08], [0.05, 0.01, 0.06], [0.01, 0.00, 0.00], [0.02, 0.01, -0.01], [0.00, -0.04, 0.06], [-0.12, -0.02, 0.03], [0.01, 0.01, -0.02]], "mulliken_charge": [-1.074, -0.387, -0.060, -1.711, 0.494, 0.870, -0.972, 0.542, -0.138, -1.097, -0.097, -1.509, 0.289, -1.209, 0.387, 0.074, 0.955, 1.256, -0.585, -0.591, -0.253, 0.019, -0.612, -1.156, 0.783, -0.944, -0.963, -0.531, 1.164, -0.602, -0.666, -0.484, 0.308, -0.460, 0.292, 0.190, 0.296, 0.049, 0.630, 0.240, 0.373, 0.260, 0.464, -0.290, 0.737, 0.333, 0.396, 0.770, 0.300, 0.131, 0.678, 0.628, 0.472, 0.087, 0.405, 0.385, 0.462, 0.246, 0.395, -0.227, -0.463, -0.188, -0.537, -0.207, -0.355, 0.365, 0.356, 0.540, 0.373, 0.356, -0.180, -0.809, -0.625, 0.054, -0.167, -0.860, 0.404, 0.456, 0.913, 0.421, 0.416, -0.377, -0.350, -0.326, -0.616, -0.387, -0.227, 0.472, 0.390, 0.371, 0.476, 0.579, -0.150, -0.884, -0.054, -0.116, -0.344, -0.549, 0.380, 0.398, 0.464, 0.429, 0.413, -0.103, -0.524, -0.193, -0.386, -0.236, -0.473, 0.384, 0.364, 0.385, 0.378, 0.389, 0.203, -0.312, -0.400, -0.459, -0.551, -0.718, 0.342, 0.380, 0.360, 0.759, 0.423, -0.094, -0.699, 0.016, -0.271, -0.152, -0.592, 0.372, 0.331, 0.332, 0.359, 0.345, -0.333, -0.473, -0.241, -0.399, 0.104, -0.480, 0.377, 0.440, 0.437, 0.225, 0.384], "multiplicity": 1, "charge": 0, "gap_ha": 0.2856, "smiles": "CC[C@H](C)c1c(Cc2ccccc2)cc2c(c1S(=O)(=O)F)C(=O)C=C(CCCS(=O)(=O)O)C2=O.c1ccncc1.c1ccncc1.c1ccncc1.c1ccncc1.c1ccncc1.c1ccncc1.c1ccncc1.c1ccncc1", "largest_force_ev_per_a": 2.4, "e_homo_ha": -0.32003}